No. 1
A structure of composition C20H22F9MgO11, computed with ωB97M-V/def2-TZVPD.

XYZ file:
```
63
Properties=species:S:1:pos:R:3
Mg 0.03911 -0.05369 0.38789
C -4.06551 0.09413 0.55859
C -2.63104 -0.03632 0.68144
C -2.06953 -0.94993 1.82684
O -0.86298 -1.04763 1.81063
C -3.09228 -1.64010 2.74474
C -4.40239 -1.48088 2.50893
C -4.91057 -0.56066 1.35755
O -6.19696 -0.61826 0.96084
O -5.25621 -2.02466 3.29951
O -1.80195 0.58521 -0.04085
H -4.42246 0.54899 -0.35360
H -2.58161 -2.21289 3.50468
C 4.30557 -0.98174 1.21975
C 2.90385 -1.03262 1.73135
O 1.86093 -0.60967 0.86324
H 4.97263 -1.46210 1.93556
H 4.42821 0.10134 1.21767
H 4.34377 -1.41809 0.22163
H 2.93691 -0.38496 2.60744
H 2.85643 -2.05663 2.10184
C 2.73620 -0.41092 -2.46655
C 3.24715 0.93475 -1.98732
O 2.37010 2.00656 -2.37098
C 1.17580 2.13837 -1.87872
O 0.73855 1.54426 -0.90276
C 0.28539 3.24993 -2.47339
F 0.79436 3.88409 -3.48639
F -0.73360 2.53511 -2.96195
F -0.25794 4.05112 -1.49856
H 3.07804 -1.12053 -1.71310
H 3.23837 -0.70863 -3.38704
H 1.65767 -0.47160 -2.61212
H 4.25495 1.15015 -2.34234
H 3.35020 0.96223 -0.90255
C -2.59630 3.87061 0.73271
C -2.25174 3.31979 2.07678
O -0.85457 3.68028 2.32861
C 0.17469 2.74610 2.14253
O 0.07124 1.58657 1.70140
C 1.54928 3.17275 2.58058
F 2.44296 3.07734 1.51227
F 1.53325 4.47554 2.90964
F 1.99826 2.33197 3.52545
H -1.96271 4.70499 0.43191
H -3.60051 4.27595 0.85660
H -2.45057 3.18701 -0.10369
H -2.38993 2.24244 2.16806
H -2.72227 3.95289 2.82905
C 1.36531 -5.28840 -1.64298
C 0.98713 -3.80565 -1.21944
O -0.24887 -3.57586 -1.82032
C -0.78148 -2.37465 -1.78938
O -0.36173 -1.44415 -1.07275
C -2.06466 -2.22729 -2.66244
F -2.19530 -3.15931 -3.62478
F -3.13367 -2.26989 -1.79658
F -2.10238 -1.02134 -3.34473
H 2.04754 -5.75626 -0.93321
H 1.87119 -5.30658 -2.60830
H 0.51663 -5.97206 -1.66410
H 1.74947 -3.09418 -1.53687
H 1.12061 -3.83263 -0.13798
```

Properties
- net charge = -1
- HOMO level (eV) = -3.76
- lowest unoccupied orbital energy (eV) = 2.0
- ΔE to the lowest compared entry with this formula, charge and spin (kJ/mol) = 421.6
- HOMO-LUMO gap (eV) = 5.78

Atomic partial charges in e from the natural (NBO) method, atoms 1 to 5: Mg 1.798; C -0.486; C 0.390; C 0.449; O -0.779

---

No. 2
A structure of composition C30H20Cl2N5O2Ru, computed with ωB97M-V/def2-TZVPD.

XYZ file:
```
60
Properties=species:S:1:pos:R:3
Ru 0.53628 0.03590 0.86087
Cl 5.49016 -0.88142 -3.74211
C 4.55616 -1.11243 -2.33748
C 3.70166 -0.06014 -2.02679
C 2.77819 -0.27810 -0.94610
N 2.11485 0.68756 -0.21563
C 2.39753 2.04070 -0.28340
O 3.08135 2.61550 -1.16086
C 1.60494 2.80157 0.70736
C 1.73339 4.14088 0.87126
C 1.05282 4.79504 1.91570
C 0.17331 4.00820 2.70337
C 0.11422 2.65478 2.55857
N 0.74647 2.03946 1.49232
C 2.57983 -1.59678 -0.42129
C 3.42844 -2.64333 -0.77010
C 4.48279 -2.28518 -1.58958
Cl 5.63673 -3.49622 -1.91347
N 1.54434 -1.63318 0.52211
C 1.14759 -2.74038 1.26231
O 1.64678 -3.83163 1.08463
C 0.05505 -2.46652 2.23932
C -0.39102 -3.52285 3.07405
C -1.43199 -3.25041 4.00035
C -2.08509 -2.02769 3.89919
C -1.63295 -1.06116 2.98950
N -0.54996 -1.25815 2.19459
H 3.71019 0.92230 -2.48107
H 2.48704 4.53223 0.24061
H 1.23692 5.86090 2.16998
H -0.43559 4.38864 3.47400
H -0.36134 1.93768 3.26960
H 3.26201 -3.65439 -0.48655
H 0.02550 -4.52575 2.90933
H -1.65154 -4.00744 4.74546
H -2.89003 -1.69427 4.58312
H -2.08228 -0.08839 2.88353
C -1.74206 -2.82503 -3.63409
C -1.81920 -3.17161 -2.28516
C -1.42530 -2.23892 -1.29064
C -1.07357 -0.92136 -1.68688
C -0.92004 -0.60967 -3.06454
C -1.33489 -1.52984 -4.01746
N -0.82941 0.11503 -0.75501
C -1.71661 1.21585 -0.76337
C -3.09025 0.98593 -0.59589
C -3.99875 1.97109 -0.28173
C -3.58581 3.29627 -0.37221
C -2.27378 3.58273 -0.74704
C -1.33479 2.56738 -0.96467
H -1.95647 -3.57846 -4.39159
H -2.32645 -4.03752 -1.86845
H -1.41213 -2.48918 -0.18654
H -0.63906 0.42573 -3.29954
H -1.31056 -1.21151 -5.06143
H -3.41832 -0.06576 -0.65487
H -5.07473 1.66228 -0.09877
H -4.22899 4.10143 -0.09545
H -1.96075 4.62255 -0.81484
H -0.34082 2.78705 -1.34654
```

Properties
- net charge = +1
- HOMO level (spin up / spin down) (eV) = -10.22 / -10.60
- ⟨S²⟩ = 6.049
- multiplicity = 5
- lowest unoccupied orbital energy (spin up / spin down) (eV) = -3.6 / -5.8
- ΔE to the lowest compared entry with this formula, charge and spin (kJ/mol) = 0.0
- HOMO-LUMO gap (spin up / spin down) (eV) = 6.65 / 4.79

Atomic partial charges in e from the natural (NBO) method, atoms 1 to 5: Ru 1.042; Cl 0.097; C -0.079; C -0.224; C 0.248

---

No. 3
The ion C4H4Cl2NS with charge +1, computed with ωB97M-V/def2-TZVPD.

XYZ file:
```
12
Properties=species:S:1:pos:R:3
C 1.92883 -0.52953 -0.77133
C 0.60006 -0.16068 -0.98873
C 0.66484 -0.18172 1.41841
C -1.63361 0.33702 0.09982
N -0.21137 -0.02519 0.08903
S 2.20469 -0.57485 0.89307
Cl 0.02534 0.07003 -2.60838
Cl 0.06180 0.01197 2.95479
H 2.73966 -0.43558 -1.36750
H -2.40879 -0.21175 -0.61435
H -2.24279 0.27850 1.08466
H -1.72866 1.42179 -0.18950
```

Properties
- net charge = +1
- HOMO level (eV) = -13.92
- lowest unoccupied orbital energy (eV) = -5.2
- ΔE to the lowest compared entry with this formula, charge and spin (kJ/mol) = 86.5
- HOMO-LUMO gap (eV) = 8.68

Atomic partial charges in e from the natural (NBO) method, atoms 1 to 5: C -0.476; C 0.200; C -0.113; C -0.490; N -0.326

---

No. 4
A structure of composition C25H15Cl5NPtSSb, computed with ωB97M-V/def2-TZVPD.

XYZ file:
```
49
Properties=species:S:1:pos:R:3
Pt -0.63704 -2.11170 -0.63789
Cl -1.63406 -4.46591 -2.13408
C -2.73289 -3.13070 -2.24279
C -2.36388 -1.95230 -1.62238
C -3.17889 -0.84395 -1.74097
Cl -2.69081 0.68591 -1.05888
C -4.38898 -0.92061 -2.43129
Cl -5.40253 0.45404 -2.54474
C -4.76675 -2.12369 -3.02909
Cl -6.24695 -2.23394 -3.86751
C -3.92639 -3.23951 -2.94593
Cl -4.35541 -4.71034 -3.69316
N -1.55794 -0.70698 1.79119
C -1.43309 -1.61250 1.04611
S 0.51044 -0.86453 -2.31627
Sb 1.17483 0.23340 -0.38373
C 1.67212 -1.33667 0.91636
C 1.71316 -1.19221 2.29778
C 1.78613 -2.32860 3.09426
C 1.78370 -3.59756 2.52444
C 1.75165 -3.74376 1.14809
C 1.70689 -2.61087 0.33071
C -0.37206 1.27929 0.78800
C -1.23552 0.67820 1.84828
C -2.34790 1.50333 2.35871
C -2.38890 2.84275 2.11482
C -1.42451 3.40187 1.27053
C -0.43507 2.63235 0.62541
C 2.56451 1.74954 -0.70439
C 3.13614 2.42574 0.37162
C 4.09600 3.39121 0.11559
C 4.47078 3.66900 -1.19499
C 3.89146 2.99006 -2.25760
C 2.92891 2.01818 -2.01965
H 1.69914 -0.21331 2.76440
H 1.83947 -2.22344 4.17011
H 1.82897 -4.47188 3.15937
H 1.78590 -4.72810 0.70064
H 1.85900 -2.73412 -0.73785
H -0.54630 0.82280 2.72778
H -3.07022 1.00926 2.99876
H -3.16460 3.46092 2.54520
H -1.45215 4.46986 1.08268
H 0.24838 3.13327 -0.05143
H 2.85282 2.20944 1.39618
H 4.55745 3.92151 0.93755
H 5.22403 4.42115 -1.38676
H 4.18916 3.21030 -3.27362
H 2.48180 1.48380 -2.84962
```

Properties
- net charge = +2
- HOMO level (eV) = -13.84
- lowest unoccupied orbital energy (eV) = -8.9
- ΔE to the lowest compared entry with this formula, charge and spin (kJ/mol) = 2.6
- HOMO-LUMO gap (eV) = 4.93

Atomic partial charges in e from the natural (NBO) method, atoms 1 to 5: Pt 0.635; Cl 0.063; C -0.016; C -0.146; C -0.097

---

No. 5
A cluster of 3 separate species, C32H63BClF6N7O6PS in total, computed with ωB97M-V/def2-TZVPD.

XYZ file:
```
118
Properties=species:S:1:pos:R:3
C -0.45067 -2.96195 4.81991
C 0.48606 -3.70866 3.88185
O 0.65814 -2.93324 2.70181
C 1.73473 -3.35679 1.89847
C 2.19616 -2.20163 0.98448
O 1.25654 -1.14704 1.11455
C 1.00132 -0.10935 0.25830
C 1.47057 1.17023 1.07322
C 1.83161 1.00119 2.53284
F 0.64214 2.28170 0.90522
C 1.67880 0.04845 -1.12058
O 1.19842 -0.98010 -2.00085
N 1.80805 -0.72740 -3.31260
O 1.17795 -1.20651 -4.14420
B 3.32899 0.05247 -1.25317
O 3.84756 1.32319 -1.36040
C 4.31635 -1.16954 -1.27044
C 3.99382 -2.43260 -2.08844
N 1.24214 1.30789 -1.69756
C -0.17704 1.60558 -1.70895
N -0.61731 1.75846 -3.10373
C -0.72283 2.82728 -3.64041
S -0.91996 4.18369 -4.37414
C -1.09319 0.49457 -1.15423
P -2.91290 1.02690 -0.96456
O -2.61731 2.63186 -0.85708
Cl -3.54584 0.75537 -2.88569
N -0.57603 -0.22510 0.10078
C -1.04082 -1.67848 -0.01603
C -0.45345 -2.60147 -1.05615
N 0.11361 -3.65518 -0.66843
C -1.18691 0.27348 1.41056
C -2.50043 -0.33187 1.93036
C -3.13747 0.65856 2.92423
C -4.64818 0.55886 2.96199
F -5.12651 1.61238 3.65636
F -5.16604 0.64155 1.71491
C -5.20737 -0.74851 3.63404
F -4.20483 -1.41696 4.24838
F -5.72979 -1.56291 2.70574
F -6.13991 -0.47365 4.54329
H -1.07879 -2.27718 4.24775
H 0.09220 -2.39502 5.57516
H -1.10856 -3.65683 5.34095
H 0.05715 -4.68130 3.61666
H 1.45870 -3.87730 4.35561
H 2.57470 -3.64993 2.53868
H 1.45234 -4.22269 1.29593
H 3.17085 -1.84332 1.32577
H 2.28500 -2.54665 -0.04417
H 2.40449 1.47025 0.59457
H 2.11779 1.99689 2.87885
H 1.04576 0.63553 3.18709
H 2.71942 0.37900 2.63066
H 4.59190 1.49051 -0.77101
H 5.27707 -0.78389 -1.62420
H 4.51654 -1.47846 -0.23673
H 2.98440 -2.81025 -1.92442
H 4.09632 -2.23876 -3.15644
H 4.68636 -3.23627 -1.84038
H 1.76531 2.07970 -1.31059
H -0.34642 2.54628 -1.19453
H -1.12432 -0.25672 -1.94029
H -3.41826 3.15806 -0.99150
H -0.95321 -2.14968 0.95732
H -2.09040 -1.59309 -0.30614
H -0.64946 -2.37572 -2.10374
H 0.35591 -4.24618 -1.46420
H -1.27195 1.35375 1.34032
H -0.45030 0.06295 2.17652
H -2.27996 -1.25031 2.47470
H -3.22187 -0.58957 1.16285
H -2.91483 1.69506 2.66491
H -2.76417 0.45738 3.92702
C 3.95181 1.76755 5.82785
C 5.40099 2.11117 5.52739
N 5.54087 2.97785 4.36693
C 6.91208 3.08588 3.89086
C 7.95108 3.73455 4.81067
C 4.78658 4.22229 4.41995
C 5.04273 5.17211 5.59564
H 3.46765 1.35232 4.94148
H 3.89452 1.02262 6.62236
H 3.37587 2.63235 6.15826
H 5.94452 1.18885 5.30465
H 5.86191 2.52579 6.43635
H 6.89331 3.62215 2.93772
H 7.24853 2.07097 3.65526
H 7.83148 4.81512 4.86928
H 8.95233 3.54102 4.42251
H 7.90907 3.32898 5.82192
H 3.72211 3.97123 4.41383
H 4.96196 4.75054 3.47908
H 5.06981 4.64021 6.54764
H 4.23766 5.90640 5.65540
H 5.97568 5.72213 5.48914
C -5.86129 -1.43891 -9.56271
C -5.02971 -1.51923 -8.29225
N -5.48061 -0.60251 -7.25768
C -4.53999 -0.45551 -6.16623
C -4.24687 -1.67917 -5.28676
C -6.88149 -0.71557 -6.88280
C -7.38218 -2.07257 -6.37215
H -5.90757 -0.41262 -9.92863
H -5.40966 -2.05934 -10.33732
H -6.87952 -1.79819 -9.41229
H -3.99698 -1.24906 -8.53019
H -5.00366 -2.56749 -7.95342
H -4.88993 0.36653 -5.53348
H -3.59417 -0.11268 -6.59913
H -5.07098 -1.90890 -4.61174
H -3.36613 -1.48357 -4.67108
H -4.03439 -2.56704 -5.88328
H -7.48338 -0.43427 -7.74913
H -7.08344 0.05448 -6.13354
H -7.03035 -2.89447 -6.99740
H -8.47303 -2.09122 -6.39350
H -7.07504 -2.27178 -5.34611
```

Properties
- net charge = +1
- HOMO level (eV) = -9.55
- lowest unoccupied orbital energy (eV) = -2.9
- HOMO-LUMO gap (eV) = 6.66

Atomic partial charges in e from the Löwdin method, atoms 1 to 5: C -0.051; C -0.247; O -0.167; C -0.176; C -0.109

---

No. 6
The ion C8H12BrIN3 with charge +1, computed with ωB97M-V/def2-TZVPD.

XYZ file:
```
25
Properties=species:S:1:pos:R:3
C -2.29269 -1.05916 1.26682
C -1.83962 -1.90504 0.06649
C -0.35446 -2.20709 0.10229
I 0.32170 -3.15677 -1.69380
N 0.44352 -0.98298 0.34463
C 0.45606 0.00725 -0.53245
C 1.18182 1.16631 -0.30487
C 1.20256 2.26851 -1.31529
N 0.08860 2.13958 -2.25890
C 1.89924 1.19123 0.88548
Br 2.99515 2.61041 1.35825
C 1.80586 0.09746 1.75595
N 1.09240 -0.96710 1.49587
H -2.16323 0.00658 1.07370
H -3.34961 -1.22129 1.45650
H -1.72946 -1.29921 2.16841
H -2.08723 -1.38944 -0.86152
H -2.37289 -2.85210 0.06981
H -0.09012 -2.88818 0.90256
H -0.10119 -0.12648 -1.44951
H 1.20371 3.22663 -0.79261
H 2.13499 2.18763 -1.87751
H -0.78750 2.06795 -1.75022
H 0.00193 2.98784 -2.80444
H 2.34048 0.09749 2.69437
```

Properties
- net charge = +1
- HOMO level (eV) = -13.20
- lowest unoccupied orbital energy (eV) = -5.0
- HOMO-LUMO gap (eV) = 8.21

Atomic partial charges in e from the natural (NBO) method, atoms 1 to 5: C -0.622; C -0.452; C -0.149; I 0.190; N -0.110